Record 1
{"formula": "C21H49BF7N7O7P2", "method": "the ωB97M-V functional and the def2-TZVPD basis", "elements": ["O", "C", "O", "C", "C", "C", "C", "N", "B", "O", "O", "O", "C", "C", "F", "F", "C", "F", "F", "C", "F", "F", "F", "H", "H", "H", "H", "H", "H", "H", "H", "H", "H", "H", "H", "H", "C", "N", "C", "P", "O", "N", "C", "C", "N", "C", "C", "H", "H", "H", "H", "H", "H", "H", "H", "H", "H", "H", "H", "H", "H", "H", "H", "H", "H", "C", "N", "C", "P", "O", "N", "C", "C", "N", "C", "C", "H", "H", "H", "H", "H", "H", "H", "H", "H", "H", "H", "H", "H", "H", "H", "H", "H", "H"], "xyz": [[-5.563915, -3.651530, 1.639826], [-4.526662, -3.248110, 2.391213], [-3.280602, -2.852322, 1.716671], [-2.624894, -4.037907, 1.072111], [-2.145606, -3.540373, -0.408782], [-0.864747, -4.416376, -1.035769], [-0.879591, -5.997273, -0.617596], [-0.367064, -6.339592, 0.753232], [0.492172, -7.590325, 0.783501], [1.428713, -8.042965, -0.264410], [0.419963, -8.426608, 2.027995], [0.423215, -3.733049, -0.951815], [0.871412, -3.396230, 0.382954], [1.783477, -1.995665, 0.323012], [0.912693, -0.867621, 0.763518], [2.148702, -1.746346, -1.100822], [3.163282, -2.170303, 1.192339], [3.832915, -0.818428, 1.213923], [4.146454, -3.094120, 0.520411], [2.913326, -2.561970, 2.785606], [2.806390, -4.035317, 3.017548], [4.133118, -2.111632, 3.554087], [1.764862, -1.846579, 3.402034], [-4.598413, -3.142800, 3.570779], [-1.768852, -4.357828, 1.802200], [-3.381187, -4.959553, 1.030625], [-1.802765, -2.423831, -0.331541], [-3.086269, -3.568760, -1.141658], [-1.121227, -4.423034, -2.206102], [-2.014214, -6.366703, -0.657487], [-0.346874, -6.585741, -1.505925], [-1.213652, -6.480611, 1.368249], [1.957433, -7.281423, -0.656508], [1.215763, -8.089477, 2.567031], [0.073732, -3.344613, 1.229210], [1.651836, -4.235660, 0.718408], [-3.840925, 1.890045, -1.077732], [-4.562532, 0.862088, -1.818855], [-4.010922, 0.801780, -3.176205], [-6.246016, 0.526265, -1.738471], [-6.037571, -0.975519, -2.052205], [-6.667055, 0.163174, -0.107930], [-5.640506, -0.171602, 0.873758], [-7.758530, -0.815338, 0.015800], [-6.485655, 2.252788, -1.377788], [-7.269291, 2.726614, -0.233301], [-7.018798, 2.916574, -2.578590], [-3.951568, 2.880847, -1.532898], [-2.769746, 1.656514, -1.048978], [-4.152153, 1.969012, -0.037390], [-4.244440, 1.714176, -3.734475], [-4.415607, -0.044514, -3.738871], [-2.923381, 0.671456, -3.159313], [-4.925706, -0.905366, 0.494011], [-6.076885, -0.569816, 1.798600], [-5.107211, 0.723709, 1.192980], [-7.402644, -1.845188, -0.107471], [-8.528742, -0.630920, -0.739614], [-8.246098, -0.735089, 0.993045], [-8.283711, 2.313975, -0.232446], [-7.351420, 3.820478, -0.241474], [-6.777881, 2.492293, 0.715910], [-8.048673, 2.610394, -2.768932], [-6.424536, 2.658521, -3.459477], [-6.981862, 4.006582, -2.482298], [6.538910, 5.758557, 1.484382], [5.988741, 5.677958, 0.136237], [5.019727, 6.765889, -0.030271], [5.580927, 4.247694, -0.724802], [5.891912, 4.895125, -2.096426], [6.978226, 3.246786, -0.841046], [8.309335, 3.786194, -0.582640], [7.035252, 2.454534, -2.079270], [5.223402, 3.503374, 0.852083], [5.784411, 2.215696, 1.271132], [3.762801, 3.418246, 1.013877], [5.765804, 5.644415, 2.252747], [7.020307, 6.731470, 1.640859], [7.309710, 5.014863, 1.679822], [4.140179, 6.606792, 0.601986], [4.674817, 6.843986, -1.065410], [5.461402, 7.735694, 0.223535], [8.479442, 4.736253, -1.094509], [9.097833, 3.088184, -0.891485], [8.470521, 3.916026, 0.487430], [7.403533, 3.044092, -2.927344], [6.042811, 2.072665, -2.338353], [7.688560, 1.584324, -1.956414], [5.568766, 1.420651, 0.549522], [5.376024, 1.908424, 2.241777], [6.864749, 2.280526, 1.432553], [3.338758, 2.670048, 0.342309], [3.291577, 4.378274, 0.785850], [3.488705, 3.170000, 2.044411]], "forces_ev_per_angstrom": [[6.7, 2.4, 5.2], [-4.1, -1.3, -4.8], [-2.4, -2.5, 1.8], [-0.1, -0.4, -0.2], [0.3, -0.1, 0.3], [-2.3, -0.1, -1.4], [-1.1, 0.2, -1.6], [-0.3, -2.6, -1.1], [0.6, -0.7, 0.9], [-0.9, 2.7, 1.8], [1.9, 2.8, -1.5], [-1.0, -0.1, 1.8], [2.0, -0.7, 0.5], [-1.9, -0.2, -2.2], [3.1, -2.9, -1.1], [-0.8, -0.4, 4.5], [2.1, 2.2, -1.0], [-2.0, -4.2, 0.1], [-3.6, 2.9, 2.5], [1.4, -0.2, 3.2], [0.0, 5.2, -0.9], [-4.3, -1.7, -2.6], [3.9, -2.8, -2.5], [0.4, 0.0, -2.6], [-1.3, 0.7, -1.6], [1.5, 2.2, -0.1], [-0.7, -2.1, -0.1], [2.2, 0.0, 1.6], [0.9, 0.0, 2.6], [2.3, 1.0, -0.2], [-0.8, 1.2, 2.2], [1.7, 0.2, -0.6], [-1.3, -1.4, 0.5], [-1.7, -1.1, -1.0], [1.3, 0.3, -1.8], [-1.6, 1.7, -0.6], [-0.3, 0.4, 0.0], [1.2, 0.3, -0.9], [0.0, -0.7, -0.1], [5.3, -2.5, 5.9], [-2.5, 1.4, -3.4], [-1.1, -0.1, 1.8], [0.3, 0.3, -0.2], [0.0, 0.1, -0.3], [-2.8, 0.3, -1.8], [-0.2, -0.1, 0.6], [0.5, 0.6, -0.4], [0.1, 0.1, 0.0], [-0.2, -0.2, -0.2], [-0.2, -0.1, -0.1], [0.2, 0.2, -0.1], [-0.1, 0.1, 0.2], [-0.1, 0.1, 0.1], [0.1, -0.1, 0.0], [-0.3, 0.0, -0.4], [0.2, 0.0, -0.1], [-0.1, 0.1, -0.1], [0.0, -0.1, 0.0], [0.2, 0.1, 0.0], [0.1, 0.1, 0.2], [0.1, -0.1, -0.5], [-0.1, -0.3, -0.3], [-0.1, 0.2, -0.1], [0.0, -0.1, 0.0], [0.0, -0.1, 0.1], [-0.2, -0.4, 0.2], [-0.5, 1.4, 0.5], [0.2, 0.2, -0.6], [7.8, 2.6, 0.8], [-4.3, -1.0, -0.3], [1.2, -1.7, -0.1], [-0.2, 0.2, 0.3], [-0.3, 0.1, 0.1], [-2.6, -1.7, -1.1], [0.5, -0.5, -0.1], [-0.4, 0.4, 0.6], [0.0, 0.0, 0.1], [-0.2, 0.0, -0.3], [-0.2, -0.1, -0.2], [-0.1, 0.2, 0.2], [0.2, -0.2, 0.1], [0.0, -0.2, 0.1], [0.1, 0.1, 0.0], [-0.4, -0.1, -0.2], [0.0, 0.2, 0.1], [-0.1, 0.0, 0.0], [0.0, 0.1, -0.1], [0.0, 0.1, 0.2], [0.1, -0.1, 0.2], [-0.4, 0.3, -0.1], [-0.2, 0.1, -0.4], [-0.2, -0.1, 0.1], [0.1, 0.1, -0.1], [0.1, 0.0, -0.1]], "smiles": "O=COCC[C@H](CNB(O)O)OCC(F)(F)C(F)(F)C(F)(F)F.CN(C)P(=O)(N(C)C)N(C)C.CN(C)P(=O)(N(C)C)N(C)C", "energy_ev": -85599.9353}

=====

Record 2
{"formula": "C9H25B3N2O11P2S2", "method": "the ωB97M-V functional and the def2-TZVPD basis", "elements": ["N", "P", "B", "O", "B", "C", "O", "O", "O", "B", "P", "N", "O", "O", "O", "H", "H", "H", "H", "H", "H", "H", "H", "H", "C", "C", "C", "S", "O", "O", "C", "H", "H", "H", "H", "H", "H", "H", "H", "C", "C", "C", "S", "O", "O", "C", "H", "H", "H", "H", "H", "H", "H", "H"], "xyz": [[-4.074267, -0.799414, -5.172014], [-2.663189, -0.588981, -4.496908], [-2.484438, 0.988114, -3.365893], [-3.556539, 1.674412, -2.878082], [-3.406468, 1.909675, -1.518040], [-4.441792, 1.485163, -0.431891], [-5.640810, 0.915729, -0.956574], [-5.389072, -0.474806, -1.177561], [-2.176718, 2.424445, -1.105096], [-1.195102, 1.595536, -1.597500], [-0.007992, 0.712118, -0.355975], [0.873825, 1.725529, 0.367931], [0.800050, -0.398946, -1.202159], [-1.021613, -0.163846, 0.557250], [-1.202254, 1.328584, -2.952636], [-4.472419, -1.676437, -4.862343], [-2.263095, -1.630835, -3.635115], [-1.586095, -0.491874, -5.398327], [-4.699710, 2.293596, 0.251937], [-3.936098, 0.736764, 0.185893], [-5.769685, -0.878463, -0.385914], [0.750733, 1.714801, 1.377451], [0.219135, -1.127699, -1.451752], [-0.597818, -0.989646, 0.809742], [3.063123, -4.518636, -1.450077], [3.462083, -4.806343, -2.904624], [2.167207, -4.973832, -3.710989], [0.925500, -3.980213, -2.871221], [-0.097327, -4.848159, -2.346545], [0.570316, -2.847092, -3.689325], [1.977758, -3.449180, -1.520648], [3.910295, -4.182492, -0.855529], [2.664389, -5.423245, -0.986963], [4.035919, -3.966001, -3.298087], [4.085861, -5.694571, -2.983416], [2.255219, -4.617601, -4.733551], [1.811760, -6.001879, -3.706713], [1.379459, -3.368573, -0.615766], [2.388616, -2.475739, -1.787612], [1.568381, 4.002468, 6.381657], [2.199834, 4.794321, 5.226741], [2.418138, 3.815559, 4.065206], [1.157774, 2.545955, 4.242579], [1.797261, 1.285641, 4.520185], [0.201757, 2.656759, 3.168358], [0.445233, 3.179422, 5.757799], [1.191033, 4.657906, 7.164455], [2.310855, 3.338280, 6.828034], [1.520416, 5.589652, 4.916209], [3.137248, 5.261570, 5.522347], [2.299899, 4.278188, 3.089155], [3.383849, 3.318528, 4.123333], [0.113501, 2.342334, 6.366746], [-0.403926, 3.803459, 5.481836]], "forces_ev_per_angstrom": [[0.4, 0.0, 0.2], [-1.2, -0.1, -0.6], [0.5, 0.5, -0.9], [-0.3, -0.9, 0.6], [-0.1, 1.1, -0.3], [0.0, -0.2, -0.2], [-0.2, 0.0, 0.3], [0.2, 0.1, -0.2], [-0.2, -0.9, 0.5], [0.4, 0.7, -0.2], [0.2, 0.8, 0.1], [0.1, -0.2, 0.1], [0.0, -0.3, 0.3], [-0.2, -0.2, -0.4], [-0.1, -0.9, 0.3], [-0.2, 0.0, -0.2], [0.4, 0.1, 0.1], [0.3, 0.0, 0.2], [-0.2, 0.1, 0.0], [0.1, 0.0, 0.2], [-0.1, 0.0, 0.1], [0.3, 0.3, -0.1], [0.0, -0.1, -0.5], [-0.1, -0.2, 0.3], [0.0, -0.1, -0.1], [-0.1, 0.0, 0.0], [0.2, -0.1, 0.0], [0.3, -0.1, 0.0], [-0.1, 0.0, 0.0], [-0.2, 0.1, 0.1], [0.2, 0.0, 0.1], [0.0, 0.0, 0.0], [0.0, 0.0, 0.0], [0.0, 0.0, 0.0], [0.0, 0.0, 0.0], [-0.1, 0.0, 0.0], [-0.1, 0.0, 0.0], [-0.1, 0.0, 0.0], [0.0, 0.0, 0.0], [0.0, 0.0, -0.1], [0.0, -0.1, 0.0], [0.1, 0.2, 0.1], [0.0, 0.2, 0.0], [0.0, -0.1, 0.0], [0.0, -0.2, 0.1], [0.0, 0.1, 0.2], [0.0, 0.0, 0.0], [0.0, 0.0, 0.0], [0.0, 0.0, 0.0], [0.0, 0.0, 0.0], [0.0, -0.1, -0.1], [0.0, -0.1, 0.0], [0.0, -0.1, -0.1], [0.0, 0.0, 0.0]], "energy_ev": -77521.0223}

=====

Record 3
{"formula": "C15H23N5O4", "method": "the ωB97M-V functional and the def2-TZVPD basis", "elements": ["C", "C", "C", "C", "C", "C", "C", "C", "C", "C", "C", "C", "C", "C", "C", "H", "H", "H", "H", "H", "H", "H", "H", "H", "H", "H", "H", "H", "H", "H", "H", "H", "H", "H", "H", "H", "H", "H", "N", "N", "N", "N", "N", "O", "O", "O", "O"], "xyz": [[2.186841, 0.803659, 0.249918], [0.876713, 1.422345, -0.280784], [2.686433, -0.250657, -0.759644], [4.085425, -0.554702, -0.422936], [5.176975, 0.266036, -0.820745], [4.456292, -1.753251, 0.274681], [6.430485, -0.126647, -0.716376], [5.740241, -2.058872, 0.387637], [6.722243, -1.262577, -0.022710], [-1.578858, 1.163832, -0.059833], [-2.240244, 2.498149, 0.039010], [-2.447583, 0.431524, 0.934778], [-3.766969, 0.207629, 0.210855], [-4.839777, -0.909310, 0.696315], [-6.711150, -2.026259, -0.350240], [1.746021, 1.138634, 2.096927], [3.225653, 0.195576, 1.780175], [3.061446, 1.625782, 0.222274], [2.171700, -1.178033, -0.521699], [2.519332, 0.188672, -1.848633], [5.035062, 1.123686, -1.354638], [3.680296, -2.422321, 0.582674], [7.397780, 0.406755, -0.972140], [5.669744, -2.884585, 1.265968], [8.538980, -0.819938, 0.278496], [0.121208, 0.105232, 1.029277], [-1.619043, 1.051279, -1.148887], [-2.722944, 1.155748, 1.891907], [-1.902063, -0.629730, 1.235243], [-4.260379, 1.188993, 0.148857], [-3.247416, -0.102584, -0.707064], [-5.167970, -0.741604, 1.858094], [-4.337324, -1.855547, 0.729315], [-6.834317, -0.167627, 0.227660], [-8.215854, -3.036324, -0.784454], [-5.758203, -4.054954, -0.929285], [-5.018623, -2.420284, -1.582010], [-0.625630, 3.124454, -0.887702], [1.947230, 0.224949, 1.640635], [-0.228112, 1.135378, 0.460088], [-6.059924, -0.824769, -0.143985], [-8.000750, -2.131253, -0.291979], [-5.604784, -2.814709, -0.740033], [0.819815, 2.152481, -1.213473], [7.991546, -1.597812, 0.338026], [-3.427845, 2.559601, 0.604963], [-1.445451, 3.482749, -0.384890]], "forces_ev_per_angstrom": [[0.3, 1.4, -0.8], [-0.2, -1.2, 2.8], [-0.7, 1.2, -0.5], [2.5, -1.0, 0.1], [-3.3, -1.3, 0.0], [-3.4, 3.3, -3.0], [4.8, 0.0, 0.6], [-0.9, -4.6, 5.1], [2.2, -0.4, 0.4], [-0.1, 0.7, 1.7], [-3.4, 1.7, 2.7], [-0.5, -2.7, 3.1], [-1.4, -2.4, 0.1], [0.7, 3.2, 2.7], [0.7, 0.7, -1.3], [0.1, -1.0, 0.5], [-4.9, -0.6, 0.5], [-2.3, -1.3, 0.2], [-0.7, 0.0, -0.7], [0.4, -1.2, 2.2], [-0.9, 2.4, -1.3], [-0.3, -0.2, 0.4], [-1.7, 0.1, -0.3], [2.0, 1.4, -2.4], [0.4, 0.3, -0.1], [-1.9, 3.8, -1.6], [0.0, -1.4, 0.0], [1.6, -2.4, -2.2], [-1.5, 2.5, -0.5], [0.0, -1.6, -0.6], [-1.8, -0.4, -0.8], [0.9, 0.0, -2.5], [-0.3, -0.4, -0.4], [2.1, -0.9, -0.7], [-0.1, 1.0, 0.8], [0.2, 5.3, 0.6], [-1.9, -0.9, 2.3], [-1.1, 0.2, 0.9], [6.0, 2.0, -1.1], [2.5, -4.4, 2.0], [-1.9, 1.7, 2.1], [1.7, -1.9, -0.8], [0.0, -6.6, -3.4], [0.1, 2.2, -3.1], [0.1, -0.3, -0.1], [6.7, 3.8, -3.2], [-0.7, 0.0, -0.5]], "energy_ev": -31561.1153}

=====

Record 4
{"formula": "CH7NSi2", "method": "the ωB97M-V functional and the def2-TZVPD basis", "elements": ["C", "N", "Si", "Si", "H", "H", "H", "H", "H", "H", "H"], "xyz": [[1.498294, -0.314330, -0.036690], [0.090648, -0.073490, 0.030861], [-1.419747, -0.953026, -0.006350], [-0.999848, 1.284146, 0.050240], [1.991592, 0.039969, 0.873550], [1.697024, -1.381455, -0.142436], [1.945805, 0.210387, -0.886126], [-1.664680, -1.736914, -1.232802], [-1.683032, -1.820193, 1.146162], [-0.428113, 2.583729, 1.326942], [-1.027946, 2.161172, -1.123346]], "forces_ev_per_angstrom": [[0.4, 0.0, -0.1], [-1.4, 0.2, -0.1], [0.8, 0.7, 0.1], [1.7, 1.4, 2.1], [0.0, 0.0, 0.0], [0.1, 0.0, 0.0], [0.1, -0.1, 0.0], [-0.2, 0.0, -0.1], [-0.2, 0.0, 0.2], [-1.2, -2.2, -1.7], [-0.1, 0.0, -0.4]], "energy_ev": -18393.6871}

=====

Record 5
{"formula": "C6H26NO5", "method": "the ωB97M-V functional and the def2-TZVPD basis", "elements": ["C", "C", "C", "C", "C", "C", "N", "H", "H", "H", "H", "H", "H", "H", "H", "H", "H", "H", "H", "H", "H", "H", "H", "H", "H", "O", "H", "H", "O", "H", "H", "O", "H", "H", "O", "H", "H", "O"], "xyz": [[0.850125, -1.345189, 2.042877], [0.791481, 0.048802, 1.194085], [-0.403942, 0.984897, 1.621289], [-0.402192, 2.358318, 1.120203], [-1.810697, 0.145604, 1.206625], [-1.898478, -1.183389, 0.527013], [0.899026, -0.222147, -0.274855], [1.858970, -1.348367, 2.416792], [0.499820, -2.165084, 1.394446], [0.260694, -1.335838, 2.813684], [1.741214, 0.585898, 1.521911], [-0.401215, 1.009533, 2.759837], [-1.437663, 2.795349, 1.417904], [-0.411924, 2.396518, 0.045873], [0.450056, 3.008929, 1.350256], [-2.397150, 0.941707, 0.665691], [-2.429970, 0.119745, 2.191244], [-1.270226, -1.767379, 1.397360], [-1.478202, -1.101239, -0.552495], [-2.865596, -1.707630, 0.565036], [1.651313, -0.968836, -0.296775], [1.234259, 0.686935, -0.719869], [-0.039868, -0.326364, -0.804570], [-3.478121, -0.419451, -2.472668], [-3.385097, 0.991049, -3.134323], [-2.897195, 0.246632, -2.993331], [2.321329, -2.483000, -0.341971], [2.807341, -3.048893, 0.903958], [3.054623, -2.324488, 0.306637], [0.729442, 4.485887, -1.598759], [0.112127, 4.717077, -0.390307], [0.005841, 4.076351, -0.935583], [-0.220451, -2.800465, -1.233104], [0.704311, -3.867483, -0.720182], [0.504235, -3.068291, -0.628583], [1.593937, 0.635243, -3.905253], [3.018185, 0.439423, -3.306878], [2.139661, 0.809637, -3.153215]], "forces_ev_per_angstrom": [[2.6, 1.6, -5.5], [0.1, 0.3, 3.3], [-0.6, -4.4, 0.9], [-2.0, 1.4, -0.6], [-2.1, 4.3, 1.9], [2.6, -1.4, 1.8], [0.0, 2.3, -0.9], [0.4, -0.9, -0.1], [1.0, 0.2, 0.5], [-3.6, 0.5, 4.4], [-1.0, -0.6, -1.0], [0.2, -0.3, -1.4], [2.0, -0.2, -0.3], [-0.2, -0.3, -0.5], [-0.3, -0.3, 0.7], [0.5, -0.8, 0.1], [1.1, -0.3, -1.5], [-1.3, 0.3, -3.3], [-0.8, -0.9, 1.8], [0.1, 0.8, -0.3], [-1.2, 0.9, -0.8], [0.1, -1.5, 0.4], [2.0, -0.7, 1.4], [1.3, 2.0, -1.5], [-2.3, 3.1, -0.5], [1.1, -5.2, 2.1], [1.1, -0.1, 0.2], [0.5, 0.3, 0.4], [-1.3, -0.5, -0.9], [-2.5, -2.0, 1.4], [0.2, 6.6, 6.7], [2.4, -4.0, -8.7], [0.7, -0.8, 0.5], [2.3, -10.8, -1.6], [-3.1, 11.2, 0.6], [-0.3, -0.2, -0.9], [-0.3, 0.1, -0.3], [0.5, 0.1, 1.3]], "total_charge": 1, "energy_ev": -18361.2088}